Record 1
Molecular formula: C6H10O2S
Method: DFT, wB97M-V/def2-TZVPD

DFT total energy = -783.05277 a.u.
⟨S²⟩ = 2.012
2S+1 = 3
E_HOMO (alpha / beta) = -6.415 / -10.287 eV
E_LUMO (alpha / beta) = 0.746 / -2.695 eV
HOMO-LUMO gap (alpha / beta) = 7.2 / 7.6 eV

Last column: Mulliken charge in e.
Positions of all 19 atoms, in Å:
C 1.123 1.550 -0.199  -0.38
C 1.415 0.207 0.457  -1.27
C -0.814 -0.248 1.236  -0.84
C -0.072 0.842 -0.859  -0.87
C 0.096 -0.286 0.105  1.66
C 0.132 -1.547 -0.606  -1.57
O -2.655 -1.083 -0.487  -0.46
O -2.063 1.362 -0.369  -0.44
S -2.526 0.109 0.308  0.65
H 0.788 2.367 0.475  0.18
H 1.696 2.076 -1.007  0.31
H 2.257 -0.243 -0.112  0.27
H 1.665 0.216 1.444  0.42
H -0.746 -1.150 1.901  0.42
H -0.754 0.695 1.911  0.38
H -0.051 0.794 -1.911  0.45
H 0.893 -1.585 -1.406  0.41
H -0.893 -1.781 -1.052  0.32
H 0.508 -2.294 0.173  0.38

---

Record 2
Molecular formula: C6H10O3
Method: DFT, wB97M-V/def2-TZVPD

DFT total energy = -460.20695 a.u.
E_HOMO = -9.402 eV
E_LUMO = 0.869 eV
HOMO-LUMO gap = 10.3 eV

Last column: Mulliken charge in e.
Positions of all 19 atoms, in Å:
C 2.443 -0.074 0.050  -1.25
C 1.095 0.028 -0.701  0.18
O 0.380 -1.232 -0.690  -0.41
C -0.701 -1.116 0.215  0.11
C -1.808 -0.337 -0.399  -0.51
C -1.226 0.968 -0.883  -0.82
C 0.156 1.146 -0.194  -0.23
O -0.121 1.001 1.230  -0.29
O -0.429 -0.457 1.432  -0.29
H 2.094 -0.025 1.075  0.30
H 2.949 -0.989 -0.236  0.36
H 3.096 0.824 -0.295  0.30
H 1.292 0.406 -1.800  0.33
H -0.932 -2.201 0.476  0.38
H -2.487 -0.098 0.389  0.28
H -2.229 -1.022 -1.177  0.32
H -1.787 1.834 -0.523  0.33
H -1.097 1.010 -1.920  0.39
H 0.702 2.086 -0.304  0.52

---

Record 3
Molecular formula: C6H10OS
Method: DFT, wB97M-V/def2-TZVPD

DFT total energy = -707.95545 a.u.
E_HOMO = -8.990 eV
E_LUMO = -0.578 eV
HOMO-LUMO gap = 8.4 eV

Last column: Mulliken charge in e.
Positions of all 18 atoms, in Å:
C 0.914 2.840 -1.704  -1.17
C 0.870 1.584 -0.672  -0.40
C 0.605 0.195 -1.364  -0.86
C 1.071 -0.993 -0.538  0.01
O 0.378 -2.170 -0.728  -0.48
C 0.211 -1.522 0.480  -0.02
C -1.155 -0.880 0.749  -0.46
S -1.513 0.089 2.027  -0.19
H -0.110 2.870 -2.152  0.31
H 1.103 3.679 -0.994  0.33
H 1.722 2.713 -2.378  0.36
H 1.872 1.641 -0.161  0.36
H 0.092 1.780 0.003  0.23
H 1.033 0.147 -2.362  0.42
H -0.465 0.109 -1.504  0.36
H 2.146 -1.126 -0.358  0.44
H 0.638 -1.891 1.414  0.44
H -1.950 -1.336 0.183  0.33

---

Record 4
Molecular formula: C6H10OSi
Method: DFT, wB97M-V/def2-TZVPD

DFT total energy = -599.29328 a.u.
E_HOMO = -8.441 eV
E_LUMO = 0.995 eV
HOMO-LUMO gap = 9.4 eV

Last column: Mulliken charge in e.
Positions of all 18 atoms, in Å:
C -1.565 -1.559 -0.231  -0.99
Si -0.776 -0.037 0.512  0.26
C -1.195 1.385 -0.518  -0.91
C 1.084 -0.020 0.265  0.11
C 2.214 -0.239 1.122  -0.23
C 3.341 -0.113 0.391  -0.32
C 2.912 0.268 -0.854  -0.51
O 1.624 0.269 -0.958  -0.22
H -1.189 -1.506 -1.190  0.31
H -1.223 -2.313 0.382  0.30
H -2.647 -1.447 -0.177  0.31
H -1.265 0.186 1.841  -0.16
H -1.127 1.441 -1.612  0.34
H -2.289 1.841 -0.374  0.27
H -0.386 2.034 -0.188  0.25
H 2.305 -0.320 2.226  0.32
H 4.290 -0.219 0.822  0.43
H 3.373 0.271 -1.794  0.43

---

Record 5
Molecular formula: C6H10S
Method: DFT, wB97M-V/def2-TZVPD

DFT total energy = -632.71085 a.u.
E_HOMO = -8.358 eV
E_LUMO = 0.886 eV
HOMO-LUMO gap = 9.2 eV

Last column: Mulliken charge in e.
Positions of all 17 atoms, in Å:
C 1.100 -0.370 2.186  -0.60
C 1.719 -0.483 1.017  -0.30
C 1.060 -0.526 -0.360  -0.32
C -0.445 -0.666 -0.243  -0.90
C -1.353 0.102 -0.882  0.98
C -1.166 1.322 -1.624  -1.27
S -3.097 -0.363 -0.636  -0.30
H 1.693 -0.304 3.157  0.22
H -0.001 -0.378 2.369  0.28
H 2.747 -0.905 1.089  0.28
H 1.449 0.468 -0.946  0.19
H 1.334 -1.363 -0.933  0.31
H -0.701 -1.663 0.239  0.34
H -0.282 1.980 -1.540  0.33
H -1.961 2.110 -1.648  0.35
H -1.048 1.073 -2.783  0.27
H -2.928 -1.190 0.439  0.14

---

Record 6
Molecular formula: C6H10S
Method: DFT, wB97M-V/def2-TZVPD

DFT total energy = -632.53934 a.u.
E_HOMO = -8.350 eV
E_LUMO = -2.420 eV
HOMO-LUMO gap = 5.9 eV

Last column: Mulliken charge in e.
Positions of all 17 atoms, in Å:
C 0.191 -0.638 -0.504  -0.42
C -0.526 0.299 -1.366  -0.21
C -0.081 0.969 0.888  -1.03
C -0.316 -0.513 0.909  0.23
C 0.465 0.931 -0.545  -0.35
C 0.570 -1.166 2.066  -1.34
S -1.055 1.136 -4.350  -0.32
H 0.572 -1.626 -0.796  0.45
H -1.633 0.376 -1.488  0.34
H -1.075 1.469 0.813  0.26
H 0.439 1.300 1.658  0.52
H -1.258 -0.928 1.027  0.43
H 1.189 1.678 -0.887  0.37
H 0.280 -0.938 3.092  0.34
H 1.616 -0.563 1.896  0.28
H 0.551 -2.245 1.985  0.36
H 0.072 0.457 -4.398  0.09

---

Record 7
Molecular formula: C6H10S
Method: DFT, wB97M-V/def2-TZVPD

DFT total energy = -632.63917 a.u.
E_HOMO = -8.750 eV
E_LUMO = 0.891 eV
HOMO-LUMO gap = 9.6 eV

Last column: Mulliken charge in e.
Positions of all 17 atoms, in Å:
C 0.295 0.336 -2.533  -0.47
C 0.696 0.318 -1.280  -0.41
C -0.136 -0.528 -0.302  0.54
C 0.659 -1.138 0.825  -1.18
C 0.175 0.088 1.920  -0.52
C -1.006 0.185 0.884  -0.34
S -1.861 1.668 0.380  -0.20
H -0.686 -0.263 -2.621  0.21
H 1.072 0.626 -3.492  0.22
H 1.654 0.778 -0.969  0.33
H -0.924 -1.005 -1.069  0.10
H 0.357 -1.971 1.428  0.25
H 1.674 -1.398 0.672  0.46
H 0.646 1.067 2.072  0.29
H -0.440 -0.167 2.958  0.26
H -1.578 -0.781 0.991  0.34
H -0.597 2.185 0.136  0.13

---

Record 8
Molecular formula: C6H10S2
Method: DFT, wB97M-V/def2-TZVPD

DFT total energy = -1030.86630 a.u.
E_HOMO = -8.521 eV
E_LUMO = 0.039 eV
HOMO-LUMO gap = 8.6 eV

Last column: Mulliken charge in e.
Positions of all 18 atoms, in Å:
C 0.079 -2.491 1.877  -0.82
C 0.826 -1.186 2.281  -0.26
C 0.104 -0.189 1.383  -0.12
C 0.635 0.550 0.417  -0.72
S -0.301 1.770 -0.548  -0.15
C -0.282 1.350 -2.283  0.40
C -0.876 2.397 -3.077  -1.09
S 0.465 0.041 -2.867  -0.27
H -1.208 -2.337 1.897  0.24
H 0.301 -3.249 2.795  0.28
H 0.439 -2.757 0.701  0.25
H 0.613 -0.780 3.428  0.23
H 1.970 -1.110 2.037  0.27
H -0.988 -0.165 1.521  0.31
H 1.587 0.406 0.165  0.49
H -0.913 2.065 -4.090  0.36
H -2.050 2.388 -2.715  0.27
H -0.401 3.297 -2.924  0.33

---

- Which formula does entry 2 have?
  C6H10O3